Record 1
ORCA calculation (the ωB97M-V functional and the def2-TZVPD basis) on a structure of composition C12H8N3O5OsS3.

```
! RIJCOSX wB97M-V def2-TZVPD def2/J DEFGRID3
* xyz -1 5
Os -1.34 -1.46 0.15
O -5.20 -1.65 0.46
S -3.86 -1.72 0.95
O -3.68 -2.13 2.32
O -3.06 -0.42 0.68
O -2.97 -2.63 0.02
S -1.34 -1.61 -2.45
C -1.91 -0.21 -3.18
C -2.36 -0.35 -4.53
N -2.72 -0.49 -5.62
C -1.92 1.08 -2.61
S -1.30 1.44 -1.09
C -2.42 2.17 -3.39
N -2.81 3.06 -4.01
C -0.42 -4.21 0.13
O 0.00 -2.86 0.12
H 0.46 -4.84 -0.01
H -1.14 -4.42 -0.66
H -0.89 -4.47 1.09
N 0.33 -0.30 0.74
C 1.17 0.40 1.09
C 2.23 1.30 1.43
C 2.22 2.58 0.87
C 3.24 3.46 1.19
C 4.25 3.07 2.06
C 4.25 1.80 2.62
C 3.24 0.91 2.31
H 1.42 2.86 0.20
H 3.24 4.45 0.76
H 5.04 3.77 2.31
H 5.04 1.50 3.30
H 3.22 -0.09 2.73
*
```

Summary:
Strongest force on any atom in eV/Å: 0.42
HOMO energy (spin up / spin down) in eV: -4.9 / -5.5
Relative energy (zero: lowest compared OMol25 entry of this formula, charge and spin) in kcal/mol: 3.1
HOMO-LUMO gap (spin up / spin down) in eV: 6.529 / 6.099


Record 2
ORCA calculation (the ωB97M-V functional and the def2-TZVPD basis) on a cluster of 10 separate species, C20H60O15 in total in a non-equilibrium geometry.

```
! RIJCOSX wB97M-V def2-TZVPD def2/J DEFGRID3
* xyz 0 1
O 4.35 2.04 1.85
C 3.54 1.63 0.74
C 4.31 1.76 -0.55
O 5.63 1.29 -0.49
H 5.25 1.80 1.62
H 3.19 0.61 0.94
H 2.70 2.32 0.73
H 4.36 2.82 -0.82
H 3.75 1.31 -1.39
H 5.63 0.39 -0.12
O 5.60 -1.21 0.82
C 4.64 -2.26 0.93
C 4.65 -3.22 -0.23
O 5.88 -3.90 -0.33
H 6.49 -1.56 0.91
H 4.82 -2.82 1.85
H 3.65 -1.81 1.03
H 4.37 -2.62 -1.12
H 3.77 -3.87 -0.09
H 5.94 -4.30 -1.20
O -6.15 -0.62 -2.54
C -5.30 0.53 -2.55
C -3.93 0.09 -3.03
O -3.27 -0.68 -2.04
H -7.01 -0.39 -2.88
H -5.70 1.33 -3.17
H -5.20 0.89 -1.52
H -3.31 0.97 -3.24
H -4.10 -0.51 -3.92
H -3.52 -1.60 -2.15
O 0.72 1.62 -2.67
C -0.23 2.58 -3.10
C 0.50 3.64 -3.86
O 1.26 3.10 -4.94
H 0.28 0.99 -2.07
H -0.99 2.09 -3.73
H -0.81 3.00 -2.27
H 1.16 4.20 -3.18
H -0.20 4.36 -4.28
H 1.56 2.23 -4.67
O 1.15 -1.44 1.05
C 0.65 -0.12 1.22
C -0.65 0.04 0.50
O -0.45 -0.17 -0.91
H 1.02 -1.68 0.13
H 0.50 -0.02 2.30
H 1.33 0.67 0.92
H -1.09 1.05 0.59
H -1.43 -0.61 0.92
H -1.14 -0.77 -1.22
C -0.14 4.01 3.09
C 0.67 2.83 3.59
O 1.73 2.54 2.68
H 0.44 4.92 3.06
H -1.03 4.11 3.72
H -0.51 3.71 2.10
H 0.02 1.96 3.73
H 1.13 3.04 4.57
H 2.59 2.64 3.10
C 1.60 -4.66 1.38
C 1.07 -5.87 0.64
O 1.96 -6.09 -0.46
H 1.91 -3.91 0.66
H 2.50 -4.96 1.93
H 0.87 -4.22 2.05
H 0.06 -5.68 0.26
H 1.03 -6.76 1.27
H 1.72 -6.92 -0.89
C -3.46 3.04 0.42
C -3.70 4.23 -0.48
O -5.07 4.31 -0.90
H -3.90 3.19 1.41
H -2.39 2.83 0.50
H -3.97 2.16 0.02
H -3.06 4.17 -1.37
H -3.39 5.15 0.03
H -5.47 5.05 -0.45
C -3.34 0.18 3.39
C -4.26 -0.06 4.58
O -3.95 0.95 5.56
H -2.36 0.47 3.75
H -3.76 0.99 2.79
H -3.33 -0.70 2.75
H -4.05 -1.04 5.01
H -5.31 0.02 4.30
H -4.39 0.75 6.39
C 1.30 -3.19 -2.38
C -0.07 -3.39 -2.98
O -1.11 -2.70 -2.29
H 2.05 -3.70 -2.98
H 1.39 -3.57 -1.36
H 1.56 -2.13 -2.40
H -0.30 -4.47 -3.00
H -0.09 -3.14 -4.04
H -1.36 -3.23 -1.53
*
```

Summary:
Strongest force on any atom in eV/Å: 1.42
HOMO energy in eV: -9.6
SMILES string: OCCO.OCCO.OCCO.OCCO.OCCO.CCO.CCO.CCO.CCO.CCO
Relative energy (zero: lowest compared OMol25 entry of this formula, charge and spin) in kcal/mol: 24.1
HOMO-LUMO gap in eV: 9.849


Record 3
ORCA calculation (the ωB97M-V functional and the def2-TZVPD basis) on the molecule C22H29N7O5S2 in a non-equilibrium geometry.

```
! RIJCOSX wB97M-V def2-TZVPD def2/J DEFGRID3
* xyz 0 1
C -3.07 -2.35 2.44
C -3.50 -2.56 1.00
O -4.27 -1.44 0.60
C -4.77 -1.54 -0.71
C -5.50 -0.24 -1.05
C -4.53 0.89 -1.38
N -3.61 1.13 -0.29
C -3.27 2.36 0.11
O -3.71 3.40 -0.34
C -2.15 2.35 1.17
N -0.90 2.17 0.45
C -0.25 3.23 -0.06
N 0.80 3.16 -0.80
C 1.21 1.93 -1.12
S 2.57 1.64 -2.15
C 2.31 -0.09 -2.05
C 3.25 -0.96 -2.80
C 1.25 -0.41 -1.26
S 0.56 -2.07 -1.17
O -0.86 -1.97 -1.13
O 1.13 -2.82 -2.26
N 1.07 -2.85 0.20
C 0.43 -2.58 1.46
C 1.37 -1.83 2.43
N 2.39 -1.14 1.67
C 2.51 0.20 1.67
N 3.50 0.72 0.94
C 3.63 2.04 0.96
C 2.78 2.86 1.69
C 1.78 2.21 2.40
N 1.63 0.90 2.39
C 3.28 -1.98 0.90
C 2.48 -3.15 0.29
C 0.61 0.74 -0.70
C -0.50 0.84 0.21
O -1.08 -0.07 0.78
H -2.43 -1.47 2.50
H -3.95 -2.19 3.06
H -2.53 -3.21 2.80
H -2.63 -2.66 0.34
H -4.12 -3.47 0.91
H -3.95 -1.72 -1.42
H -5.47 -2.39 -0.77
H -6.11 0.05 -0.19
H -6.16 -0.40 -1.90
H -5.06 1.82 -1.58
H -3.95 0.62 -2.28
H -3.25 0.30 0.17
H -2.13 3.31 1.69
H -2.27 1.53 1.88
H -0.65 4.21 0.18
H 4.18 -1.08 -2.23
H 2.80 -1.93 -2.97
H 3.51 -0.49 -3.75
H 0.11 -3.53 1.91
H -0.45 -1.98 1.24
H 0.83 -1.10 3.01
H 1.87 -2.54 3.10
H 4.44 2.44 0.36
H 2.89 3.93 1.70
H 1.06 2.76 3.00
H 3.73 -1.35 0.13
H 4.08 -2.37 1.54
H 2.58 -4.05 0.91
H 2.82 -3.39 -0.72
*
```

Summary:
Strongest force on any atom in eV/Å: 1.07
HOMO energy in eV: -8.4
SMILES string: CCOCCCNC(=O)Cn1cnc2sc(C)c(S(=O)(=O)N3CCN(c4ncccn4)CC3)c2c1=O
Relative energy (zero: lowest compared OMol25 entry of this formula, charge and spin) in kcal/mol: 10.1
HOMO-LUMO gap in eV: 8.589


Record 4
ORCA calculation (the ωB97M-V functional and the def2-TZVPD basis) on a structure of composition C9H10AuF3NO2 in a non-equilibrium geometry.

```
! RIJCOSX wB97M-V def2-TZVPD def2/J DEFGRID3
* xyz -1 3
C 0.13 1.66 -2.25
C -1.05 1.47 -1.57
C -1.13 0.10 -1.08
C 0.07 -0.57 -1.55
C 0.92 0.47 -2.15
Au 0.84 0.57 0.26
N 3.10 -0.43 0.40
C -0.15 1.42 1.82
C -1.46 1.52 1.76
H -1.99 -0.45 -0.63
H -1.94 2.14 -1.58
H 0.21 -1.62 -1.65
H 1.86 0.23 -2.65
H 0.38 2.48 -2.94
H -2.02 2.27 1.17
H 0.41 0.37 2.32
H 3.00 0.67 0.46
H -2.04 0.73 2.26
H 0.68 2.14 1.35
F -0.28 -3.53 3.27
C 0.31 -3.81 2.06
F 1.59 -4.20 2.33
F -0.34 -4.84 1.53
C 0.26 -2.52 1.03
O -0.14 -1.44 1.50
O 0.63 -2.85 -0.11
*
```

Summary:
Strongest force on any atom in eV/Å: 3.81
HOMO energy (spin up / spin down) in eV: -3.8 / -3.8
Relative energy (zero: lowest compared OMol25 entry of this formula, charge and spin) in kcal/mol: 33.5
HOMO-LUMO gap (spin up / spin down) in eV: 7.129 / 6.171


Record 5
ORCA calculation (the ωB97M-V functional and the def2-TZVPD basis) on the ion C4H8N3O with charge +1 in a non-equilibrium geometry.

```
! RIJCOSX wB97M-V def2-TZVPD def2/J DEFGRID3
* xyz 1 1
C -1.36 0.63 -1.22
C -2.31 0.37 -0.01
C 0.16 -0.43 0.06
C 1.61 1.30 0.86
N -0.23 0.17 -1.09
N -1.82 -0.14 1.01
N 0.06 -1.93 -0.17
O 1.36 -0.18 0.72
H -1.85 1.09 -2.03
H -3.31 0.73 -0.27
H 1.46 1.52 1.96
H 0.90 1.99 0.40
H 2.69 1.48 0.52
H 0.47 -2.19 -1.08
H -0.94 -2.18 -0.12
H 0.56 -2.40 0.55
*
```

Summary:
Strongest force on any atom in eV/Å: 3.61
HOMO energy (spin up / spin down) in eV: -13.4 / -13.4
Relative energy (zero: lowest compared OMol25 entry of this formula, charge and spin) in kcal/mol: 125.6
HOMO-LUMO gap (spin up / spin down) in eV: 8.789 / 8.790


Record 6
ORCA calculation (the ωB97M-V functional and the def2-TZVPD basis) on the molecule C6H12O8S.

```
! RIJCOSX wB97M-V def2-TZVPD def2/J DEFGRID3
* xyz 0 1
O 2.35 -0.83 -1.82
C 2.44 -1.09 -0.66
O 1.55 -1.75 0.08
C 0.21 -1.84 -0.46
C -0.78 -1.39 0.60
C -2.12 -1.00 -0.02
C -2.24 0.50 -0.33
S -3.51 1.35 0.62
O -4.16 0.43 1.50
O -2.94 2.55 1.14
O -4.61 1.74 -0.47
O 3.53 -0.81 0.12
C 3.65 0.53 0.49
O 4.41 1.17 -0.51
O 4.50 2.54 -0.11
H 0.04 -2.88 -0.74
H 0.14 -1.22 -1.35
H -0.90 -2.15 1.38
H -0.34 -0.52 1.10
H -2.95 -1.33 0.61
H -2.23 -1.54 -0.97
H -2.46 0.65 -1.39
H -1.33 1.05 -0.12
H -4.22 1.79 -1.36
H 2.67 1.02 0.58
H 4.17 0.55 1.45
H 5.13 2.51 0.63
*
```

Summary:
Strongest force on any atom in eV/Å: 0.34
HOMO energy in eV: -10.8
SMILES string: O=C(OCCCCS(=O)(=O)O)OCOO
Relative energy (zero: lowest compared OMol25 entry of this formula, charge and spin) in kcal/mol: 23.9
HOMO-LUMO gap in eV: 10.989


Record 7
ORCA calculation (the ωB97M-V functional and the def2-TZVPD basis) on the molecule C5H4OS in a non-equilibrium geometry.

```
! RIJCOSX wB97M-V def2-TZVPD def2/J DEFGRID3
* xyz 0 1
C 0.41 1.04 2.34
C 0.33 0.54 1.09
C 1.47 0.08 0.27
C 1.20 -0.35 -0.98
C -0.27 -0.57 -1.22
O -0.72 -1.17 -2.14
S -1.16 0.19 0.21
H 1.40 1.21 2.71
H -0.36 1.32 3.08
H 2.53 0.01 0.72
H 1.86 -0.62 -1.77
*
```

Summary:
Strongest force on any atom in eV/Å: 1.93
HOMO energy in eV: -9.2
SMILES string: C=C1C=CC(=O)S1
Relative energy (zero: lowest compared OMol25 entry of this formula, charge and spin) in kcal/mol: 12.4
HOMO-LUMO gap in eV: 8.787


Record 8
ORCA calculation (the ωB97M-V functional and the def2-TZVPD basis) on a cluster of 11 separate species, H23O11 in total in a non-equilibrium geometry.

```
! RIJCOSX wB97M-V def2-TZVPD def2/J DEFGRID3
* xyz 1 1
O 2.35 2.16 -3.71
H 2.74 1.53 -3.09
H 2.11 2.88 -3.14
O 0.63 -2.98 0.63
H 0.62 -2.51 1.46
H 0.88 -3.91 0.68
O 0.27 -0.90 3.48
H 2.04 0.34 0.79
H -2.54 0.33 1.11
O -1.06 -2.47 -2.44
H -1.05 -3.29 -1.92
H -0.49 -1.67 -1.95
O -3.54 -1.77 -1.87
H -3.71 -0.95 -2.35
H -2.04 -2.21 -2.38
O 0.05 2.81 1.89
H 0.96 3.05 2.10
H 0.33 -1.64 4.10
O -1.78 0.20 1.68
H -0.68 -0.78 3.63
O 3.32 0.23 2.08
H 2.82 0.24 2.91
H 4.05 0.80 2.19
O -0.29 -0.46 -1.38
H -0.08 -0.15 -0.50
H 0.21 0.14 -1.95
O 1.71 0.68 -0.05
H -0.84 2.35 -0.87
H 2.05 1.58 -0.04
O -1.77 2.49 -0.70
H 0.06 1.95 2.33
H -1.85 2.63 0.25
H -3.21 -1.49 -1.00
H -1.48 1.10 1.77
*
```

Summary:
Strongest force on any atom in eV/Å: 1.44
HOMO energy in eV: -14.2
Relative energy (zero: lowest compared OMol25 entry of this formula, charge and spin) in kcal/mol: 69.2
HOMO-LUMO gap in eV: 11.144


Record 9
ORCA calculation (the ωB97M-V functional and the def2-TZVPD basis) on a structure of composition C27H31B2F4N10O5S6Y.

```
! RIJCOSX wB97M-V def2-TZVPD def2/J DEFGRID3
* xyz 0 1
Y -0.08 -0.29 0.11
C 3.00 -3.39 1.89
C 1.80 -2.62 1.45
N 1.69 -1.34 1.54
O 2.77 -0.66 2.01
B 2.41 0.55 2.85
F 3.59 1.18 3.09
F 1.76 0.10 3.99
O 1.51 1.53 2.14
N 0.22 1.08 2.00
C -0.63 1.28 2.92
C -0.43 2.14 4.12
C -1.91 0.53 2.73
N -1.82 -0.43 1.89
O -2.89 -1.26 1.75
B -2.70 -2.13 0.56
F -3.89 -2.70 0.25
F -2.20 -1.25 -0.46
O -1.67 -3.19 0.71
N -0.45 -2.62 0.80
C 0.55 -3.36 1.09
C 0.50 -4.85 1.19
C -3.14 0.86 3.51
H 3.78 -2.71 2.22
H 3.37 -4.01 1.07
H 2.74 -4.06 2.71
H 0.58 2.54 4.12
H -0.59 1.56 5.03
H -1.16 2.95 4.10
H -0.46 -5.21 0.85
H 0.64 -5.17 2.23
H 1.29 -5.29 0.59
H -3.26 1.94 3.57
H -3.06 0.48 4.53
H -4.01 0.42 3.05
S 0.02 -0.76 -2.52
C -1.45 0.14 -2.86
N -2.05 -0.07 -3.98
N -3.23 0.52 -4.26
C -4.31 0.66 -3.35
C -5.16 1.75 -3.44
C -6.25 1.85 -2.59
C -6.48 0.89 -1.62
C -5.62 -0.21 -1.52
C -4.55 -0.33 -2.39
N -1.99 1.17 -2.05
N -1.43 1.42 -0.96
C -2.01 2.53 -0.26
C -3.39 2.69 -0.25
C -3.94 3.74 0.47
C -3.12 4.61 1.17
C -1.74 4.45 1.14
C -1.17 3.40 0.43
H -3.50 0.32 -5.21
H -4.96 2.52 -4.18
H -6.92 2.70 -2.67
H -7.32 0.97 -0.95
H -5.78 -0.98 -0.78
H -3.89 -1.18 -2.33
H -4.01 1.99 -0.79
H -5.01 3.86 0.49
H -3.55 5.43 1.72
H -1.09 5.14 1.67
H -0.10 3.26 0.40
O 6.20 3.80 -3.45
C 5.24 3.30 -2.95
S 5.31 2.03 -1.72
C 3.57 1.82 -1.51
C 2.72 2.68 -2.28
S 1.08 2.71 -2.25
S 3.57 3.79 -3.33
S 3.06 0.55 -0.62
C 6.25 -2.15 0.66
N 5.07 -1.67 -0.02
C 4.68 -2.07 -1.23
S 3.26 -1.42 -1.97
N 5.39 -3.01 -1.85
C 5.12 -3.50 -3.19
H 6.33 -1.63 1.61
H 7.16 -1.94 0.09
H 6.19 -3.22 0.86
H 4.53 -0.93 0.40
H 6.24 -3.31 -1.41
H 4.06 -3.45 -3.40
H 5.44 -4.55 -3.25
H 5.66 -2.92 -3.94
*
```

Summary:
Strongest force on any atom in eV/Å: 0.72
HOMO energy in eV: -7.1
Relative energy (zero: lowest compared OMol25 entry of this formula, charge and spin) in kcal/mol: 30.4
HOMO-LUMO gap in eV: 6.006


Record 10
ORCA calculation (the ωB97M-V functional and the def2-TZVPD basis) on the molecule C5H9N.

```
! RIJCOSX wB97M-V def2-TZVPD def2/J DEFGRID3
* xyz 0 1
C -1.05 0.82 1.09
C -1.58 0.46 -0.27
C -0.53 -0.39 0.38
N 0.80 -0.40 -0.22
C 1.84 -0.73 0.54
C 0.86 -0.10 -1.52
H -0.41 1.69 1.17
H -1.70 0.63 1.94
H -2.57 0.04 -0.39
H -1.25 1.11 -1.07
H -0.79 -1.36 0.80
H 1.80 -0.60 1.61
H 2.77 -0.98 0.03
H -0.01 -0.31 -2.13
H 1.82 0.12 -1.95
*
```

Summary:
Strongest force on any atom in eV/Å: 0.28
HOMO energy in eV: -6.7
Relative energy (zero: lowest compared OMol25 entry of this formula, charge and spin) in kcal/mol: 79.5
HOMO-LUMO gap in eV: 7.720


Record 11
ORCA calculation (the ωB97M-V functional and the def2-TZVPD basis) on a structure of composition C23H31NO2P2Tm in a non-equilibrium geometry.

```
! RIJCOSX wB97M-V def2-TZVPD def2/J DEFGRID3
* xyz 1 3
C -3.45 0.47 -3.68
C -2.90 0.85 -2.47
C -3.20 0.06 -1.32
C -3.75 -1.23 -1.50
C -4.30 -1.60 -2.73
C -4.16 -0.74 -3.81
C -3.50 -2.17 -0.36
C -3.69 -1.51 0.97
C -3.15 -0.21 1.08
C -2.85 0.32 2.37
C -3.32 -0.36 3.48
C -4.02 -1.57 3.36
C -4.18 -2.18 2.11
H -3.29 1.11 -4.55
H -4.83 -2.55 -2.84
H -4.58 -0.99 -4.78
H -4.15 -3.06 -0.44
H -3.14 0.08 4.47
H -4.38 -2.06 4.26
H -4.71 -3.13 2.02
N -2.76 0.49 -0.07
Tm -0.54 -0.59 -0.09
C -1.94 2.01 -2.35
H -2.21 2.70 -1.54
H -1.90 2.57 -3.29
C -1.98 1.55 2.49
H -2.33 2.38 1.85
H -1.96 1.90 3.53
P -0.20 1.43 -1.98
P -0.20 1.25 2.01
C 0.52 0.68 3.58
H 1.60 0.51 3.43
H 0.38 1.45 4.36
H 0.05 -0.26 3.90
C 0.40 2.97 1.94
H 0.40 3.40 2.95
H 1.42 2.97 1.54
H -0.25 3.56 1.28
C 0.29 0.73 -3.60
H -0.06 1.37 -4.43
H 1.38 0.66 -3.65
H -0.13 -0.27 -3.73
C 0.69 3.02 -2.01
H 1.74 2.85 -1.78
H 0.61 3.49 -3.00
H 0.27 3.70 -1.26
C 1.72 0.44 0.00
O 2.81 0.86 0.04
H -2.35 -2.44 -0.41
C 1.80 -3.08 -2.36
C 0.84 -3.43 -1.23
C 1.51 -3.96 0.02
O 0.08 -2.28 -0.90
H 2.46 -2.25 -2.07
H 1.24 -2.76 -3.25
H 2.42 -3.94 -2.64
H 0.15 -4.19 -1.61
H 2.18 -3.20 0.45
H 0.76 -4.21 0.77
H 2.11 -4.86 -0.19
*
```

Summary:
Strongest force on any atom in eV/Å: 4.91
HOMO energy (spin up / spin down) in eV: -9.7 / -9.7
HOMO-LUMO gap (spin up / spin down) in eV: 5.622 / 5.652


Number 1: E_tot -2287.79508 a.u.. Number 2: E_tot -1926.46930 a.u.. Number 3: E_tot -2411.65211 a.u.. Number 4: E_tot -989.23482 a.u.. Number 5: E_tot -396.33608 a.u.. Number 6: E_tot -1235.80610 a.u.. Number 7: E_tot -666.31714 a.u.. Number 8: E_tot -841.17187 a.u.. Number 9: E_tot -4848.18933 a.u.. Number 10: E_tot -250.54026 a.u.. Number 11: E_tot -2868.03482 a.u..